Density functional theory data (wB97M-V/def2-TZVPD) for a cluster of 2 separate species, C3H3BF3NO3 in total in a non-equilibrium geometry.

SMILES   O/B=C1\N(F)C1(F)F.O=CO
HOMO (alpha / beta)   -9.21 / -9.21 eV
Gap between HOMO and LUMO (alpha / beta)   8.099 / 8.100 eV
F_max   4.612 eV/Å
ΔE to the lowest compared entry with this formula, charge and spin   216.2 kJ/mol

The geometry in ORCA input format:
```
! wB97M-V def2-TZVPD RIJCOSX def2/J DEFGRID3
* xyz 0 1
B -0.635 0.594 -0.070
C -1.005 -1.588 0.941
C 0.794 0.624 0.084
C 1.988 1.409 -0.211
N 2.086 0.016 -0.348
O -0.164 -1.947 1.673
O -2.293 -1.679 1.143
O -1.622 1.023 -0.857
F 2.306 2.311 -1.262
F 2.376 2.182 0.883
F 2.061 -0.514 -1.755
H -0.828 -1.250 -0.117
H -2.562 -2.294 0.441
H -2.504 1.113 -0.544
*
```

Results of the Löwdin charge analysis, in e, for atoms 1 through 2:
1 B -0.21
2 C -0.48

***

Density functional theory data (wB97M-V/def2-TZVPD) for a cluster of 2 separate species, C3H3Br2F in total in a non-equilibrium geometry.

HOMO   -9.27 eV
Gap between HOMO and LUMO   9.203 eV
F_max   4.350 eV/Å
ΔE to the lowest compared entry with this formula, charge and spin   261.4 kJ/mol

The geometry in ORCA input format:
```
! wB97M-V def2-TZVPD RIJCOSX def2/J DEFGRID3
* xyz 0 1
C 1.538 -0.411 -0.191
C 0.872 0.598 0.317
C -1.268 0.095 0.075
F -1.222 0.055 -1.326
Br -1.672 -1.703 0.649
Br -2.504 1.433 0.594
H 2.554 -0.536 -0.156
H 0.993 -1.074 -0.806
H 0.710 1.542 0.843
*
```

Results of the Löwdin charge analysis, in e, for atoms 1 through 2:
1 C -0.04
2 C 0.05

***

Density functional theory data (wB97M-V/def2-TZVPD) for a structure of composition C3H3Br2F3 in a non-equilibrium geometry.

HOMO (alpha / beta)   -10.13 / -10.13 eV
Gap between HOMO and LUMO (alpha / beta)   8.517 / 8.518 eV
F_max   3.399 eV/Å
ΔE to the lowest compared entry with this formula, charge and spin   113.6 kJ/mol

The geometry in ORCA input format:
```
! wB97M-V def2-TZVPD RIJCOSX def2/J DEFGRID3
* xyz 0 1
C -1.359 0.098 -0.153
C 0.115 -0.266 -0.624
C 1.195 0.262 0.334
F 0.395 0.194 -1.830
F 0.343 -1.568 -0.779
F 2.477 0.036 0.059
Br 0.966 1.961 1.037
Br 0.702 -1.478 2.030
H -2.184 -0.352 -0.730
H -1.372 1.227 -0.207
H -1.277 -0.115 0.863
*
```

Results of the Löwdin charge analysis, in e, for atoms 1 through 2:
1 C -0.01
2 C -0.73

***

Density functional theory data (wB97M-V/def2-TZVPD) for a cluster of 2 separate species, C3H3Br2N in total in a non-equilibrium geometry.

HOMO (alpha / beta)   -9.52 / -8.72 eV
Gap between HOMO and LUMO (alpha / beta)   8.525 / 8.068 eV
F_max   3.992 eV/Å
ΔE to the lowest compared entry with this formula, charge and spin   536.9 kJ/mol

The geometry in ORCA input format:
```
! wB97M-V def2-TZVPD RIJCOSX def2/J DEFGRID3
* xyz 0 1
C -0.670 -1.051 -0.302
C -0.275 0.397 -0.610
C 0.804 -0.039 0.280
N 0.415 -1.311 0.389
Br -1.572 1.565 0.127
Br 2.744 0.278 0.080
H -1.458 -1.734 -0.623
H 0.154 0.826 -1.503
H -0.143 1.068 2.162
*
```

Results of the Löwdin charge analysis, in e, for atoms 1 through 2:
1 C -0.14
2 C -0.74

***

Density functional theory data (wB97M-V/def2-TZVPD) for the molecule C3H3Br2N3O2 in a non-equilibrium geometry.

HOMO (alpha / beta)   -8.69 / -8.69 eV
Gap between HOMO and LUMO (alpha / beta)   7.306 / 7.306 eV
F_max   4.111 eV/Å
ΔE to the lowest compared entry with this formula, charge and spin   297.1 kJ/mol

The geometry in ORCA input format:
```
! wB97M-V def2-TZVPD RIJCOSX def2/J DEFGRID3
* xyz 0 1
C -1.756 0.473 -0.463
C 0.343 -0.140 0.985
C 1.166 0.335 -0.043
N -0.875 0.563 -1.265
N 0.425 0.564 -1.304
N -0.149 -1.438 0.861
O -0.750 -1.970 1.792
O 0.012 -1.988 -0.254
Br -3.481 0.392 -0.026
Br 1.903 2.166 0.448
H 0.261 0.311 1.917
H 2.055 -0.205 -0.357
H 0.847 0.938 -2.290
*
```

Results of the Löwdin charge analysis, in e, for atoms 1 through 2:
1 C -0.59
2 C -0.17

***

Density functional theory data (wB97M-V/def2-TZVPD) for a structure of composition C3H3Br3I3N2 in a non-equilibrium geometry.

HOMO   -12.76 eV
Gap between HOMO and LUMO   6.646 eV
F_max   4.308 eV/Å
ΔE to the lowest compared entry with this formula, charge and spin   2.7 kJ/mol

The geometry in ORCA input format:
```
! wB97M-V def2-TZVPD RIJCOSX def2/J DEFGRID3
* xyz 1 1
C -0.151 0.397 1.151
C 1.130 0.039 0.659
C -0.027 0.812 -1.088
N -0.843 0.872 0.084
N 1.084 0.071 -0.611
Br -0.747 -0.093 2.801
Br 2.297 -1.222 1.451
Br 0.388 2.714 -1.677
I -1.165 -3.127 -0.062
I 1.752 2.380 1.822
I -1.151 -0.215 -2.610
H -1.871 1.266 0.048
H 1.717 -0.303 -1.233
H -2.413 -3.591 -0.735
*
```

Results of the Löwdin charge analysis, in e, for atoms 1 through 2:
1 C -0.97
2 C -1.06

***

Density functional theory data (wB97M-V/def2-TZVPD) for a structure of composition C3H3Br3O in a non-equilibrium geometry.

HOMO   -10.38 eV
Gap between HOMO and LUMO   9.021 eV
F_max   2.928 eV/Å
ΔE to the lowest compared entry with this formula, charge and spin   334.4 kJ/mol

The geometry in ORCA input format:
```
! wB97M-V def2-TZVPD RIJCOSX def2/J DEFGRID3
* xyz 0 1
C -0.831 0.914 -1.357
C -0.523 0.338 -0.233
C -3.681 -0.246 -0.723
O -3.576 -0.901 -1.678
Br 0.572 -2.378 -0.650
Br -3.822 -0.898 1.025
Br -4.402 1.631 -0.808
H -1.066 0.470 -2.255
H -0.453 1.917 -1.379
H -0.033 -1.219 0.095
*
```

Results of the Löwdin charge analysis, in e, for atoms 1 through 2:
1 C -0.12
2 C 0.05

***

Density functional theory data (wB97M-V/def2-TZVPD) for a structure of composition C3H3Br9 in a non-equilibrium geometry.

HOMO   -10.36 eV
Gap between HOMO and LUMO   9.539 eV
F_max   2.097 eV/Å
ΔE to the lowest compared entry with this formula, charge and spin   85.5 kJ/mol

The geometry in ORCA input format:
```
! wB97M-V def2-TZVPD RIJCOSX def2/J DEFGRID3
* xyz 0 1
C 13.581 1.783 17.182
Br 15.156 0.650 17.016
Br 11.886 1.020 16.283
Br 13.853 3.677 16.535
H 13.355 1.910 18.241
C 14.251 -1.905 21.194
Br 14.063 -1.102 22.969
Br 13.749 -0.615 19.798
Br 13.301 -3.604 20.769
H 15.315 -2.124 21.104
C 19.155 -2.426 21.346
Br 20.181 -3.536 22.608
Br 18.815 -3.511 19.731
Br 20.075 -0.691 21.108
H 18.204 -2.207 21.829
*
```

Results of the Löwdin charge analysis, in e, for atoms 1 through 2:
1 C -1.48
2 Br 0.53

***

Number 1: calculated total energy -720.82949 hartree. Number 2: calculated total energy -5363.86038 hartree. Number 3: calculated total energy -5563.67764 hartree. Number 4: calculated total energy -5318.67200 hartree. Number 5: calculated total energy -5578.62283 hartree. Number 6: calculated total energy -8840.41831 hartree. Number 7: calculated total energy -7913.22864 hartree. Number 8: calculated total energy -23282.17100 hartree.